Density functional theory data (ωB97M-V/def2-TZVPD) for C38H50BaN5O2PS2 as an isolated structure.

Computed properties:
LUMO level (spin up / spin down) in eV: 0.094 / 0.082
HOMO-LUMO gap (spin up / spin down) in eV: 3.15 / 3.14
Relative energy (zero: lowest compared OMol25 entry of this formula, charge and spin) in kJ/mol: 132.0
E in eV: -83412.0395
Max |F| in eV/Å: 0.8

The geometry in ORCA input format:
```
! wB97M-V def2-TZVPD RIJCOSX def2/J DEFGRID3
* xyz 0 1
Ba -0.316 -0.829 -1.786
N -5.859 0.391 -0.854
C -5.537 1.727 -0.833
C -6.297 2.880 -0.698
C -5.613 4.082 -0.707
C -4.220 4.127 -0.848
C -3.466 2.978 -0.985
C -4.136 1.759 -0.976
N -3.643 0.475 -1.079
C -4.686 -0.308 -1.001
C -4.651 -1.755 -1.060
C -5.671 -2.606 -0.727
S -5.189 -4.229 -0.973
C -3.651 -3.657 -1.509
N -3.518 -2.376 -1.497
H -6.783 0.002 -0.803
H -7.374 2.841 -0.588
H -6.167 5.006 -0.605
H -3.726 5.090 -0.849
H -2.390 3.008 -1.093
H -6.645 -2.378 -0.326
H -2.885 -4.343 -1.843
C 2.614 5.595 -0.696
C 2.870 4.114 -0.960
C 3.326 3.451 0.349
C 3.983 3.933 -1.996
P 1.384 3.058 -1.506
C 0.154 3.635 -0.262
C -0.021 2.773 0.824
C -0.906 3.079 1.848
C -1.644 4.253 1.798
C -1.481 5.117 0.726
C -0.593 4.813 -0.295
C 0.763 3.713 -3.183
C -0.740 3.408 -3.270
C 0.987 5.178 -3.559
C 1.497 2.826 -4.205
H 3.477 6.019 -0.173
H 1.740 5.742 -0.063
H 2.478 6.156 -1.620
H 4.299 3.852 0.650
H 3.416 2.371 0.230
H 2.619 3.648 1.157
H 4.921 4.343 -1.611
H 3.758 4.447 -2.930
H 4.134 2.871 -2.211
H 0.552 1.853 0.863
H -1.024 2.401 2.684
H -2.349 4.487 2.585
H -2.060 6.032 0.680
H -0.485 5.505 -1.121
H -1.339 4.229 -2.872
H -1.000 2.503 -2.713
H -1.030 3.253 -4.312
H 0.552 5.866 -2.834
H 0.508 5.365 -4.525
H 2.045 5.417 -3.669
H 1.280 1.771 -4.024
H 2.579 2.960 -4.146
H 1.178 3.077 -5.220
C 2.987 -5.047 4.242
C 3.361 -5.014 2.762
C 2.706 -3.854 2.013
N 1.282 -4.034 1.820
C 0.678 -4.236 0.625
S 1.457 -4.129 -0.845
N -0.694 -4.378 0.615
C -1.626 -4.647 1.627
O -2.713 -4.108 1.566
C -1.307 -5.686 2.634
C -0.436 -6.747 2.371
C -0.202 -7.711 3.334
C -0.831 -7.635 4.570
C -1.725 -6.604 4.826
C -1.972 -5.643 3.861
H 3.490 -5.870 4.751
H 1.912 -5.180 4.377
H 3.283 -4.116 4.732
H 3.074 -5.953 2.282
H 4.444 -4.908 2.663
H 3.146 -3.759 1.025
H 2.870 -2.923 2.562
H 0.698 -4.026 2.639
H -1.125 -3.988 -0.220
H 0.039 -6.828 1.401
H 0.476 -8.528 3.123
H -0.637 -8.385 5.326
H -2.235 -6.555 5.779
H -2.672 -4.837 4.038
C 4.627 -1.036 0.367
O 3.449 -0.312 -0.044
C 3.052 -0.238 -1.284
C 3.924 -0.972 -2.259
H 5.517 -0.620 -0.104
H 4.538 -2.092 0.114
H 4.694 -0.911 1.444
H 4.965 -0.623 -2.199
H 3.555 -0.820 -3.270
H 3.930 -2.046 -2.041
*
```

Density functional theory data (ωB97M-V/def2-TZVPD) for C24H48LiO18 as an isolated structure in a non-equilibrium geometry.

Computed properties:
LUMO level in eV: -1.765
HOMO-LUMO gap in eV: 11.37
Relative energy (zero: lowest compared OMol25 entry of this formula, charge and spin) in kJ/mol: 71.1
E in eV: -62724.9225
Max |F| in eV/Å: 2.1

The geometry in ORCA input format:
```
! wB97M-V def2-TZVPD RIJCOSX def2/J DEFGRID3
* xyz 1 1
Li -0.235 0.368 0.016
C 4.892 -0.998 -1.206
C 3.581 -0.698 -0.446
O 3.646 -1.536 0.716
C 2.715 -1.381 1.637
O 1.795 -0.599 1.638
O 3.020 -2.189 2.649
C 2.076 -2.380 3.698
H 4.802 -1.941 -1.744
H 5.735 -1.064 -0.523
H 5.066 -0.210 -1.941
H 2.779 -0.953 -1.133
H 3.599 0.347 -0.148
H 2.531 -3.018 4.449
H 1.228 -2.928 3.281
H 1.789 -1.416 4.112
C -4.005 1.495 1.461
C -3.538 0.872 2.759
O -3.443 -0.552 2.644
C -2.328 -1.048 2.148
O -1.407 -0.425 1.683
O -2.431 -2.367 2.184
C -1.495 -3.118 1.409
H -4.946 1.152 1.034
H -3.190 1.416 0.737
H -4.098 2.584 1.539
H -4.172 1.186 3.582
H -2.527 1.248 2.921
H -1.542 -4.119 1.830
H -0.506 -2.688 1.573
H -1.745 -3.139 0.348
C -5.651 -0.271 -1.916
C -4.122 -0.319 -2.059
O -3.712 1.007 -2.411
C -2.553 1.461 -1.932
O -1.866 0.844 -1.149
O -2.328 2.613 -2.493
C -1.058 3.215 -2.318
H -6.073 -1.141 -1.420
H -6.016 -0.163 -2.937
H -5.951 0.600 -1.335
H -3.885 -0.954 -2.911
H -3.652 -0.680 -1.147
H -0.340 2.820 -3.036
H -0.641 3.011 -1.335
H -1.129 4.290 -2.450
C 2.784 0.873 -4.650
C 1.758 1.104 -3.544
O 2.251 2.181 -2.724
C 1.978 2.103 -1.435
O 1.087 1.454 -0.954
O 2.738 2.970 -0.809
C 2.524 3.216 0.556
H 3.613 0.362 -4.163
H 3.142 1.841 -4.997
H 2.356 0.285 -5.455
H 1.730 0.219 -2.899
H 0.714 1.153 -3.861
H 1.620 3.786 0.770
H 3.368 3.748 0.987
H 2.397 2.305 1.149
C 1.720 1.535 4.077
C 0.202 1.431 4.079
O -0.410 2.678 3.734
C -0.618 2.931 2.437
O -0.355 2.179 1.541
O -1.115 4.156 2.402
C -1.489 4.675 1.119
H 2.278 0.718 4.529
H 2.010 2.427 4.637
H 2.026 1.643 3.035
H -0.218 1.260 5.071
H -0.114 0.617 3.423
H -2.407 4.256 0.718
H -0.636 4.618 0.453
H -1.649 5.735 1.308
C 2.177 -5.547 -0.451
C 0.867 -4.877 -0.796
O 1.075 -3.455 -0.604
C 0.367 -2.569 -1.278
O 0.385 -1.406 -0.981
O -0.336 -3.091 -2.263
C -1.021 -2.213 -3.150
H 2.425 -5.501 0.609
H 2.982 -5.158 -1.070
H 2.116 -6.623 -0.632
H 0.051 -5.143 -0.122
H 0.553 -5.191 -1.788
H -1.706 -2.765 -3.784
H -0.320 -1.646 -3.763
H -1.571 -1.514 -2.517
*
```

Density functional theory data (ωB97M-V/def2-TZVPD) for one molecule with the formula C3H4N2O3 in a non-equilibrium geometry.

Computed properties:
LUMO level in eV: 0.043
HOMO-LUMO gap in eV: 10.10
Relative energy (zero: lowest compared OMol25 entry of this formula, charge and spin) in kJ/mol: 301.3
E in eV: -12295.8725
Max |F| in eV/Å: 6.9
SMILES: O=CN/N=C/C(=O)O

The geometry in ORCA input format:
```
! wB97M-V def2-TZVPD RIJCOSX def2/J DEFGRID3
* xyz 0 1
O 2.253 1.150 -0.110
C 2.611 0.091 0.150
N 1.673 -0.894 0.136
N 0.335 -0.881 -0.208
C -0.256 0.231 -0.391
C -1.776 -0.035 -0.092
O -2.413 -1.035 0.003
O -2.352 1.220 0.190
H 3.643 -0.178 0.405
H 2.025 -1.779 0.726
H 0.116 1.190 -0.025
H -3.216 0.789 0.734
*
```

Density functional theory data (ωB97M-V/def2-TZVPD) for C21H61B3NO7Zr as an isolated structure in a non-equilibrium geometry.

Computed properties:
LUMO level in eV: -4.846
HOMO-LUMO gap in eV: 5.58
E in eV: -41884.4339
Max |F| in eV/Å: 3.5

The geometry in ORCA input format:
```
! wB97M-V def2-TZVPD RIJCOSX def2/J DEFGRID3
* xyz 1 1
Zr 2.554 -2.678 1.412
B 1.242 -1.643 -0.147
H 0.756 -2.696 -0.004
H 1.201 -1.247 0.945
H 2.348 -1.852 -0.455
H 0.703 -0.969 -0.963
B 3.354 -4.305 0.068
H 3.830 -3.252 -0.011
H 2.188 -4.224 0.076
H 3.785 -5.071 -0.728
H 3.644 -4.628 1.153
B 1.009 -3.809 2.720
H 1.709 -3.133 3.362
H 0.381 -3.032 2.109
H 1.737 -4.412 2.051
H 0.294 -4.468 3.405
C -2.410 -2.123 2.166
O -3.519 -1.782 1.391
C -3.610 -2.466 0.148
C -2.991 -1.673 -0.980
O -3.461 -0.346 -0.939
C -3.358 0.298 -2.197
H -2.178 -3.195 2.152
H -2.627 -1.848 3.202
H -1.493 -1.561 1.927
H -4.649 -2.740 -0.033
H -3.053 -3.406 0.261
H -3.292 -2.134 -1.928
H -1.898 -1.655 -0.849
H -2.315 0.259 -2.545
H -3.673 1.328 -2.071
H -3.955 -0.246 -2.936
C 1.614 -3.052 -7.665
O 0.346 -2.426 -7.478
C 0.408 -1.037 -7.357
C 1.240 -0.487 -6.226
O 0.714 -0.917 -4.980
C 1.376 -0.376 -3.886
H 2.075 -2.724 -8.600
H 1.338 -4.100 -7.713
H 2.310 -2.882 -6.842
H -0.620 -0.734 -7.137
H 0.695 -0.479 -8.261
H 1.217 0.610 -6.280
H 2.298 -0.784 -6.265
H 0.714 -0.418 -3.016
H 1.556 0.710 -3.944
H 2.298 -0.909 -3.616
C 0.754 -0.823 4.071
O 1.772 -0.803 3.063
C 2.618 0.336 3.125
C 3.166 0.622 1.759
O 3.507 -0.604 1.063
C 4.311 -0.314 -0.084
H 0.225 0.134 4.065
H 1.166 -1.058 5.052
H 0.003 -1.554 3.783
H 3.443 0.112 3.814
H 2.117 1.229 3.507
H 4.051 1.253 1.860
H 2.452 1.150 1.120
H 4.380 -1.207 -0.701
H 5.352 -0.098 0.184
H 3.967 0.543 -0.659
C -2.763 1.207 3.025
C -2.049 2.050 1.943
C -3.188 2.649 1.121
C -2.742 3.857 0.296
C -1.983 4.862 1.132
C -0.815 4.298 1.936
N -1.300 3.100 2.611
O -0.348 2.550 3.512
C 0.345 3.987 0.956
C -0.352 5.333 2.957
C -1.177 1.159 1.060
H -3.266 1.910 3.685
H -2.054 0.567 3.554
H -3.481 0.542 2.544
H -3.480 1.858 0.423
H -4.082 2.896 1.695
H -3.559 4.394 -0.191
H -2.158 3.485 -0.554
H -2.647 5.440 1.777
H -1.519 5.585 0.449
H -0.009 3.663 -0.022
H 1.018 4.837 0.831
H 0.993 3.193 1.346
H 0.235 6.114 2.477
H -1.226 5.853 3.359
H 0.186 4.879 3.784
H -0.260 0.834 1.547
H -1.028 1.594 0.068
H -1.751 0.268 0.781
H -0.657 2.833 4.378
*
```